Entry 1:
Entry from the OMol25 dataset: a 5-piece molecular cluster, C22H19Cl18F5N2O3 overall (the ωB97M-V functional and the def2-TZVPD basis).

The geometry in XYZ format:
```
69
Properties=species:S:1:pos:R:3:mulliken_charge:R:1
C -1.59936 5.79143 -0.62187 -1.141
C -0.40814 5.16990 -1.43141 0.009
Cl 0.72311 6.59127 -1.78648 -0.216
C 0.44907 4.13017 -0.62313 -0.118
Cl 0.20444 4.29668 1.19063 -0.179
C 0.21117 2.63153 -0.99376 -0.206
C -1.11283 2.03497 -1.25882 0.254
N -2.33435 2.80496 -1.22312 -0.020
C -1.27104 0.62730 -1.60145 -0.657
C -0.10182 -0.19093 -1.68311 -0.318
C 1.19194 0.41783 -1.43941 1.164
C 1.40353 1.78796 -1.07921 -0.058
C 2.84788 2.27814 -0.81374 -0.778
C 3.74635 2.34256 -2.12076 -0.471
O 5.03585 1.73721 -1.89125 -0.473
C 2.18271 -0.74285 -1.66494 -0.161
O 3.36558 -0.56060 -1.67275 -0.432
N 1.47009 -1.99948 -1.83799 0.108
C 1.85541 -2.73228 -0.58705 -0.828
C 1.20093 -4.15457 -0.45328 -0.215
C 2.20594 -5.05079 0.36973 -0.641
C 1.68751 -6.48386 0.65863 0.767
F 0.73017 -6.90500 -0.23438 -0.308
F 2.76952 -7.34351 0.47159 -0.323
C 1.20591 -6.73004 2.14827 0.611
F 0.02293 -7.40753 2.16806 -0.254
F 1.00625 -5.58701 2.85304 -0.259
F 2.12480 -7.45879 2.83669 -0.248
C 0.08164 -1.69185 -2.00346 -0.209
O -0.82814 -2.37721 -2.35969 -0.549
H -2.31906 6.30518 -1.31081 0.259
H -2.14041 5.05414 0.00387 0.230
H -1.19179 6.60041 0.03707 0.429
H -0.72319 4.80623 -2.43334 0.455
H 1.51375 4.36802 -0.81772 0.302
H -2.91994 2.57908 -0.41675 0.082
H -2.85174 2.72710 -2.09698 0.271
H -2.25801 0.17211 -1.82081 0.506
H 2.91961 3.24150 -0.26421 0.659
H 3.32498 1.50628 -0.15116 0.397
H 3.94072 3.41330 -2.37340 0.296
H 3.28930 1.78211 -2.96408 0.281
H 5.26441 1.78995 -0.95171 0.338
H 2.96274 -2.87977 -0.63488 0.285
H 1.66087 -2.05545 0.28202 0.272
H 0.28025 -4.01535 0.17490 0.366
H 0.94378 -4.61854 -1.42884 0.326
H 2.48590 -4.47841 1.28397 0.385
H 3.14196 -5.11737 -0.24309 0.084
Cl -6.28871 2.56150 -1.34235 -0.059
C -5.99616 4.05015 -0.42422 0.234
Cl -4.99377 3.69399 1.00370 -0.064
Cl -5.16145 5.20826 -1.46151 -0.080
Cl -7.54189 4.72871 0.11120 -0.072
Cl -6.72074 -1.33194 1.75836 -0.098
C -6.11640 0.16942 2.47757 0.299
Cl -4.39525 0.36032 2.08525 -0.092
Cl -7.02728 1.54336 1.82911 -0.044
Cl -6.31351 0.10479 4.23466 -0.057
Cl 4.87265 -3.88492 -2.02621 -0.065
C 6.07474 -3.09353 -3.05981 0.279
Cl 7.69991 -3.56946 -2.53499 -0.111
Cl 5.82600 -3.60247 -4.73905 -0.109
Cl 5.90629 -1.33765 -2.94342 -0.036
Cl -2.73001 -1.95092 8.04700 -0.096
C -3.44230 -0.40142 7.56839 0.336
Cl -3.28755 -0.19551 5.81647 -0.038
Cl -5.15782 -0.37668 8.01445 -0.105
Cl -2.59794 0.91788 8.39576 -0.096
```

The energy is -271234.011 eV. For the HOMO energy, the calculation gives -9.815 eV. As for the spin multiplicity: 1. The SMILES is C[C@@H](Cl)[C@@H](Cl)c1c(N)cc2c(c1CCO)C(=O)N(CCCC(F)(F)C(F)(F)F)C2=O.ClC(Cl)(Cl)Cl.ClC(Cl)(Cl)Cl.ClC(Cl)(Cl)Cl.ClC(Cl)(Cl)Cl.


Entry 2:
Entry from the OMol25 dataset: a 11-piece molecular cluster, H22O11 overall (the ωB97M-V functional and the def2-TZVPD basis).

The geometry in XYZ format:
```
33
Properties=species:S:1:pos:R:3:mulliken_charge:R:1
O 0.30449 -0.56666 2.81856 -0.641
H -0.55460 -0.21642 2.53259 0.285
H 0.74804 -0.53014 2.03465 0.413
O 2.12319 -0.86638 -2.05791 -0.699
H 1.78443 -1.72919 -2.42709 0.320
H 3.04887 -0.98612 -1.87801 0.263
O 1.60489 1.34921 0.06783 -0.551
H 1.11307 1.91167 0.67112 0.207
H 2.08346 2.03675 -0.38764 0.257
O -3.90189 -0.56925 -0.38799 -0.621
H -3.91739 0.24044 -0.91015 0.329
H -3.20718 -1.01024 -0.84812 0.297
O -1.67055 0.45328 -2.14765 -0.612
H -1.06545 -0.04018 -1.60728 0.339
H -1.15557 0.80496 -2.82938 0.229
O 2.53398 -0.88535 1.03736 -0.689
H 2.40838 -0.03368 0.62488 0.384
H 2.78945 -1.47087 0.35314 0.300
O -0.42037 2.48098 2.22805 -0.651
H -1.16911 1.91343 2.29033 0.350
H 0.16338 2.14606 2.85360 0.342
O -2.37433 0.48712 2.30789 -0.594
H -3.13393 0.67812 1.80943 0.260
H -2.66043 0.26539 3.17359 0.242
O 0.92186 -2.97143 -0.10501 -0.609
H 0.52352 -3.36767 0.62093 0.281
H 0.36136 -2.17776 -0.10921 0.288
O -0.33899 -0.53512 -0.05111 -0.530
H -0.89549 0.06735 0.45637 0.283
H 0.39529 0.00698 -0.21718 0.459
O 1.15060 1.37043 -3.10337 -0.637
H 1.48449 0.53334 -2.79333 0.400
H 0.92254 1.21094 -4.01987 0.305
```

The energy above the lowest of the compared OMol25 structures with the same formula, charge and spin is 34.2 kcal per mole. The energy is -22880.029 eV. For the HOMO energy, the calculation gives -10.582 eV. As for the spin multiplicity: 1. The SMILES is O.O.O.O.O.O.O.O.O.O.O.


Entry 3:
Entry from the OMol25 dataset: a 13-piece molecular cluster, C5H38NO14 overall (the ωB97M-V functional and the def2-TZVPD basis).

The geometry in XYZ format:
```
58
Properties=species:S:1:pos:R:3:mulliken_charge:R:1
O -0.82062 0.01169 0.32360 -0.176
C -0.01151 0.50579 -0.75886 -0.521
C 1.30972 0.73501 -0.00887 0.338
C 2.00834 -0.59718 0.17041 -1.041
C 2.79703 -1.08371 -1.03430 0.411
C 2.41522 -2.54514 -1.31806 -1.256
N 1.04606 1.42568 1.26153 0.299
H -0.00488 -0.29699 -1.49478 0.591
H 1.84252 1.35288 -0.74874 0.585
H 1.26365 -1.30303 0.56134 0.212
H 2.65503 -0.67085 1.05838 0.351
H 2.51529 -0.48575 -1.89563 -0.587
H 3.87473 -1.14196 -0.89583 0.391
H 1.35865 -2.65728 -1.57055 0.198
H 2.66302 -3.27711 -0.54576 0.384
H 2.91889 -2.96831 -2.19796 0.457
H 0.50415 2.26144 1.04676 0.048
H 0.45370 0.93768 1.93532 0.098
H 1.91662 1.76167 1.65367 0.388
H -1.56670 -0.52254 0.01433 0.200
H -3.57971 -1.75583 0.13083 0.268
O -3.45855 -1.76114 1.06324 -0.553
H -0.78937 -4.10735 -1.46116 0.301
H -0.86508 -4.22320 -3.05247 0.301
O -1.31787 -3.97764 -2.25176 -0.659
H -2.27041 2.06615 1.98828 0.287
H -3.16706 2.69347 0.99245 0.286
O -2.36536 2.85978 1.44006 -0.607
H -2.18666 -2.52751 -1.64440 0.378
H -2.38755 -1.20800 -2.26083 0.324
O -2.30443 -1.59029 -1.35877 -0.650
H -0.22898 -0.06493 3.76843 0.236
H -1.55758 0.36144 4.28635 0.343
O -0.78262 0.72908 3.86669 -0.618
H 2.23543 -0.76103 3.96096 0.253
H 0.92367 -1.75800 3.67877 0.290
O 1.39400 -0.93074 3.55836 -0.606
H 2.47578 2.95454 -2.79260 0.279
H 1.13722 2.19791 -2.77720 0.320
O 2.09759 2.07331 -2.75251 -0.676
H -1.83910 0.38842 -3.04405 0.316
H -2.92508 0.32987 -3.99086 0.333
O -2.11814 -0.16952 -3.78964 -0.674
H -1.97833 -1.59997 2.33763 0.342
H -2.10016 -2.59040 3.48167 0.277
O -1.79613 -1.70867 3.28200 -0.629
H 0.26427 2.39969 3.67762 0.300
H -0.59773 3.65073 3.29363 0.291
O 0.14169 3.11165 3.04009 -0.549
H 0.25515 4.06704 0.64488 0.383
H -1.11456 3.63972 0.38893 0.394
O -0.37515 4.07483 -0.08872 -0.578
H -1.01986 2.16579 -0.67065 0.202
H -4.21592 -2.14507 1.50836 0.244
O -0.63832 1.59077 -1.33798 -0.602
H 2.65755 0.81448 -4.22837 0.341
H 2.71911 -0.65615 -3.85099 0.377
O 2.53934 -0.07522 -4.59230 -0.637
```

The energy above the lowest of the compared OMol25 structures with the same formula, charge and spin is 73.7 kcal per mole. The charge is +1. The energy is -35951.885 eV. For the HOMO energy, the calculation gives -13.040 eV. As for the spin multiplicity: 1.


Entry 4:
Entry from the OMol25 dataset: one molecule with the formula C22H27N3O3S (the ωB97M-V functional and the def2-TZVPD basis).

The geometry in XYZ format:
```
56
Properties=species:S:1:pos:R:3:mulliken_charge:R:1
C 3.05901 -0.29410 -1.78195 -0.619
C 1.97523 -0.09029 -1.05316 -0.184
C 0.65463 -0.75905 -1.31858 -1.195
N -0.14308 -0.97763 -0.12937 0.619
C -0.06859 -2.06203 0.68090 1.127
O -0.79580 -2.19198 1.64797 -0.671
C 0.98980 -3.11280 0.35201 -1.384
N 2.31770 -2.63004 0.64065 0.154
C 3.15303 -3.28580 1.48254 0.547
O 2.89647 -4.36668 1.97630 -0.699
C 4.42774 -2.59811 1.75360 0.084
C 5.47333 -3.12573 2.45887 -0.385
C 6.56312 -2.24189 2.58026 -0.559
C 6.33493 -1.04836 1.97232 -0.375
S 4.78594 -0.97944 1.23619 -0.077
C -1.14487 0.02836 0.20516 -0.095
C -2.26432 0.09323 -0.84703 -0.424
O -2.18690 -0.43410 -1.93784 -0.688
N -3.31557 0.80973 -0.41185 -0.070
C -4.53124 1.09195 -1.18055 1.434
C -5.22038 -0.22671 -1.53762 -1.680
C -4.15822 1.86058 -2.45103 -1.595
C -5.43713 1.94375 -0.29369 -1.847
C -0.49973 1.37716 0.42827 -0.203
C -0.49575 2.35780 -0.55563 0.274
C 0.14010 3.56725 -0.33278 -0.990
C 0.78236 3.80503 0.87005 -0.444
C 0.78636 2.82947 1.85379 -0.798
C 0.14700 1.62283 1.63500 -0.168
H 3.97932 0.22912 -1.58973 0.320
H 3.06628 -0.99129 -2.60400 0.257
H 1.98573 0.62176 -0.23878 0.290
H 0.06640 -0.12035 -1.98373 0.403
H 0.80795 -1.70103 -1.84948 0.649
H 0.81918 -3.97304 1.00594 0.469
H 0.90684 -3.43790 -0.69139 0.239
H 2.59404 -1.74491 0.23732 0.070
H 5.44118 -4.11895 2.86788 0.473
H 7.47479 -2.48138 3.09730 0.404
H 6.98215 -0.19595 1.90831 0.425
H -1.58879 -0.32502 1.14590 0.669
H -3.26875 1.20381 0.51426 0.402
H -6.12961 -0.03409 -2.10009 0.455
H -5.47462 -0.77680 -0.63453 0.371
H -4.55512 -0.83722 -2.14095 0.381
H -5.05120 2.08857 -3.02596 0.453
H -3.49341 1.25770 -3.06293 0.368
H -3.65807 2.79306 -2.19646 0.328
H -4.94352 2.87551 -0.02346 0.439
H -5.69748 1.40620 0.61575 0.446
H -6.35495 2.18388 -0.82300 0.432
H -0.98883 2.17737 -1.49966 0.436
H 0.13667 4.32381 -1.10334 0.415
H 1.27987 4.74792 1.04096 0.423
H 1.28772 3.00922 2.79313 0.424
H 0.15108 0.85757 2.39794 0.469
```

The energy above the lowest of the compared OMol25 structures with the same formula, charge and spin is 43.9 kcal per mole. The energy is -44701.232 eV. For the HOMO energy, the calculation gives -9.035 eV. As for the spin multiplicity: 1. The SMILES is C=CCN(C(=O)CNC(=O)c1cccs1)[C@H](C(=O)NC(C)(C)C)c1ccccc1.


In the order shown, the computed HOMO-LUMO gap values come out to 9.10, 10.71, 10.48, 9.51 eV.
In the order shown, the computed maximum force values come out to 2.56, 4.34, 3.40, 0.68 eV/A.